Entry from the OMol25 dataset: C25H46P2V as an isolated structure in a non-equilibrium geometry (wB97M-V/def2-TZVPD).

Properties
maximum force	4.3	eV/Å
gap between HOMO and LUMO (spin up / spin down)	7.74 / 7.34	eV
lowest unoccupied orbital energy (spin up / spin down)	-6.1 / -5.8	eV
⟨S²⟩	0.89
DFT total energy	-70916.568	eV

Geometry as ORCA input:
```
! RIJCOSX wB97M-V def2-TZVPD def2/J DEFGRID3
* xyz 2 2
V 0.420 -0.649 0.439
C -0.596 -2.116 2.067
C 0.810 -2.353 1.749
C 0.640 -0.510 3.176
C -0.658 -1.065 3.025
C 1.561 -1.307 2.420
C -1.709 -3.060 1.784
H -1.420 -3.805 1.038
H -2.617 -2.547 1.440
H -1.971 -3.607 2.701
C -1.830 -0.813 3.909
H -2.785 -0.948 3.378
H -1.823 0.191 4.365
H -1.816 -1.543 4.740
C 1.040 0.463 4.239
H 1.300 -0.092 5.162
H 0.226 1.165 4.493
H 1.922 1.054 3.952
C 3.046 -1.275 2.528
H 3.374 -1.861 3.401
H 3.436 -0.257 2.668
H 3.517 -1.722 1.644
C 1.384 -3.456 0.945
H 1.920 -4.179 1.583
H 2.109 -3.067 0.214
H 0.601 -4.010 0.414
C -1.713 0.767 -3.308
C -1.927 -0.562 -3.174
C -1.089 -1.568 -3.877
C 0.437 -1.226 -3.901
C 1.011 -0.523 -2.699
C 1.207 0.811 -2.725
C 0.649 1.721 -3.786
C -0.790 1.403 -4.303
H -1.431 -1.606 -4.924
H 0.609 -0.580 -4.773
H -1.241 -2.579 -3.472
H -0.733 0.816 -5.234
H -2.348 1.488 -2.779
H -2.847 -0.917 -2.704
H -1.252 2.375 -4.573
H 0.644 2.757 -3.419
H 1.978 1.306 -2.139
H 1.345 1.714 -4.640
H 1.001 -2.162 -4.057
H 1.479 -1.184 -1.947
P -1.846 0.910 0.049
P 1.605 1.639 0.610
C -0.816 2.178 -0.838
C 0.470 2.776 -0.261
H -1.508 2.976 -1.147
H -0.563 1.645 -1.752
H 1.067 3.206 -1.073
H 0.219 3.595 0.421
C 2.399 2.688 1.875
H 2.955 2.055 2.585
H 1.643 3.283 2.408
H 3.111 3.361 1.370
C 3.105 0.972 -0.218
H 3.606 1.790 -0.738
H 2.870 0.166 -0.922
H 3.778 0.545 0.532
C -3.606 0.847 -0.501
H -4.104 -0.068 -0.131
H -3.766 0.887 -1.587
H -4.141 1.705 -0.082
C -1.290 -0.912 -0.680
H -0.571 -1.805 -0.381
H -0.919 -0.635 -1.675
H -2.236 -1.463 -0.825
C -1.670 1.578 1.711
H -2.466 1.231 2.367
H -1.677 2.664 1.692
H -0.719 1.300 2.155
*
```



Entry from the OMol25 dataset: C25H47Br2HoNO3Si2 as an isolated structure in a non-equilibrium geometry (wB97M-V/def2-TZVPD).

Properties
maximum force	2.6	eV/Å
gap between HOMO and LUMO (spin up / spin down)	7.15 / 7.16	eV
lowest unoccupied orbital energy (spin up / spin down)	-2.4 / -2.4	eV
⟨S²⟩	6.00
DFT total energy	-215953.049	eV

Geometry as ORCA input:
```
! RIJCOSX wB97M-V def2-TZVPD def2/J DEFGRID3
* xyz 1 5
O -0.862 -1.420 -2.919
O 1.241 0.983 -4.828
C -0.108 -2.595 -3.423
C -0.758 -3.914 -3.102
H 0.910 -2.525 -3.032
H 0.004 -2.491 -4.500
H -0.917 -4.047 -2.032
H -0.094 -4.707 -3.458
H -1.704 -4.068 -3.627
C -1.931 -0.888 -3.815
C -1.723 -1.195 -5.274
H -1.941 0.199 -3.671
H -2.877 -1.308 -3.463
H -0.858 -0.666 -5.679
H -2.592 -0.862 -5.848
H -1.631 -2.260 -5.480
C 0.481 2.336 -4.840
C 2.432 0.724 -5.792
C -0.558 2.404 -5.923
H 1.268 3.091 -4.913
H 0.001 2.404 -3.856
H -0.131 2.334 -6.929
H -1.030 3.390 -5.815
H -1.364 1.666 -5.802
C 2.001 0.953 -7.217
H 2.724 -0.317 -5.601
H 3.240 1.393 -5.469
H 1.151 0.305 -7.498
H 2.862 0.686 -7.848
H 1.772 2.012 -7.409
H 1.602 0.916 -3.865
Ho -0.305 -0.680 -0.858
C 1.608 0.449 -2.061
Si 3.248 0.605 -1.243
H 1.489 -0.341 -2.815
H 0.954 1.332 -2.136
C 4.532 -0.530 -2.046
C 3.194 0.109 0.569
C 3.765 2.410 -1.451
C -2.211 -1.805 -0.441
Si -3.297 -0.288 -0.470
H -2.130 -2.258 0.563
H -2.584 -2.603 -1.107
C -4.716 -0.539 -1.673
C -2.387 1.299 -1.007
C -3.962 -0.042 1.255
H 3.203 2.845 -2.293
H 4.840 2.488 -1.677
H 3.532 3.003 -0.552
H 4.338 -1.594 -1.818
H 5.556 -0.306 -1.702
H 4.522 -0.406 -3.142
H 2.689 -0.868 0.679
H 2.628 0.838 1.175
H 4.203 -0.003 1.002
H -2.902 1.664 -1.906
H -1.296 1.333 -1.251
H -2.547 2.054 -0.226
H -4.838 0.614 1.205
H -3.221 0.409 1.924
H -4.273 -1.016 1.653
H -5.563 0.109 -1.421
H -5.057 -1.581 -1.608
H -4.449 -0.315 -2.713
Br 2.077 -3.856 2.394
C 1.052 -2.385 2.988
C 0.810 -2.155 4.344
C 0.061 -1.071 4.791
Br -0.207 -0.839 6.652
C -0.429 -0.092 3.882
C -1.028 1.126 4.261
C -1.353 2.051 3.296
C -1.058 1.781 1.956
N -0.591 0.597 1.520
C -0.209 -0.315 2.474
C 0.517 -1.496 2.029
O 0.679 -1.709 0.743
H 1.239 -2.826 5.070
H -1.202 1.356 5.305
H -1.832 2.999 3.515
H -1.229 2.556 1.209
*
```



Entry from the OMol25 dataset: C25H47Br2NNdO3Si2 as an isolated structure in a non-equilibrium geometry (wB97M-V/def2-TZVPD).

Properties
maximum force	2.8	eV/Å
gap between HOMO and LUMO (spin up / spin down)	6.88 / 6.97	eV
relative energy (zero: lowest compared OMol25 entry of this formula, charge and spin)	0.0	kJ/mol
lowest unoccupied orbital energy (spin up / spin down)	-3.5 / -3.4	eV
⟨S²⟩	3.76
DFT total energy	-205432.576	eV

Geometry as ORCA input:
```
! RIJCOSX wB97M-V def2-TZVPD def2/J DEFGRID3
* xyz 1 4
O 0.506 -2.151 -1.895
O 0.311 -4.935 -1.718
C -0.034 -1.729 -3.193
C 0.479 -0.398 -3.695
H -1.127 -1.717 -3.057
H 0.203 -2.552 -3.878
H 0.512 0.370 -2.913
H -0.194 -0.051 -4.486
H 1.475 -0.491 -4.139
C 1.949 -1.998 -1.685
C 2.696 -2.767 -2.729
H 2.133 -2.387 -0.675
H 2.182 -0.922 -1.692
H 2.341 -3.800 -2.766
H 3.759 -2.781 -2.496
H 2.582 -2.306 -3.710
C 0.731 -5.847 -0.685
C 0.159 -5.556 -3.007
C 2.189 -5.702 -0.331
H 0.533 -6.876 -1.014
H 0.099 -5.655 0.191
H 2.833 -5.985 -1.171
H 2.417 -6.376 0.501
H 2.431 -4.679 -0.025
C 1.394 -6.269 -3.511
H -0.129 -4.754 -3.697
H -0.679 -6.269 -2.958
H 2.270 -5.616 -3.558
H 1.194 -6.616 -4.529
H 1.636 -7.147 -2.904
H -0.558 -3.415 -1.125
Nd -0.733 -0.805 0.284
C -1.504 -3.200 -0.435
Si -2.953 -4.402 -0.747
H -1.237 -3.255 0.645
H -2.060 -2.256 -0.744
C -3.252 -4.379 -2.600
C -4.517 -3.793 0.116
C -2.650 -6.167 -0.177
C -2.469 0.199 -0.991
Si -3.511 1.415 -0.029
H -3.123 -0.508 -1.536
H -1.918 0.745 -1.787
C -5.060 0.552 0.601
C -4.038 2.868 -1.102
C -2.619 2.164 1.459
H -3.596 -6.730 -0.199
H -2.265 -6.185 0.852
H -1.928 -6.690 -0.823
H -3.607 -3.391 -2.924
H -4.019 -5.123 -2.860
H -2.339 -4.618 -3.162
H -4.598 -2.697 0.103
H -4.537 -4.125 1.165
H -5.411 -4.204 -0.381
H -4.281 2.538 -2.120
H -3.242 3.623 -1.171
H -4.928 3.360 -0.687
H -1.666 2.644 1.192
H -2.431 1.438 2.264
H -3.263 2.950 1.887
H -5.767 1.291 1.005
H -4.824 -0.161 1.403
H -5.567 0.006 -0.206
Br 1.132 3.316 -2.462
C 1.288 3.128 -0.585
C 1.622 4.203 0.244
C 1.597 4.103 1.630
Br 2.004 5.651 2.679
C 1.244 2.883 2.281
C 1.043 2.715 3.665
C 0.529 1.539 4.148
C 0.212 0.495 3.274
N 0.415 0.610 1.941
C 0.953 1.768 1.436
C 0.947 1.880 -0.013
O 0.488 0.884 -0.721
H 1.889 5.140 -0.225
H 1.285 3.553 4.324
H 0.348 1.386 5.214
H -0.194 -0.464 3.612
*
```



> The highest maximum force belongs to which entry?

C25H46P2V



> Which of these has the highest maximum force?

C25H46P2V